[1]
DFT (ωB97M-V/def2-TZVPD) results for a structure of composition C24H45N6O4PS3Ti.

Last column: Löwdin charge in e.
Positions of all 84 atoms, in Å:
Ti -0.888 0.545 -0.468  0.890
C 2.885 3.261 -1.105  0.005
N 1.573 3.769 -1.496  -0.107
C 1.549 5.124 -2.024  -0.004
C 0.525 2.966 -1.450  -0.380
O 0.649 1.764 -1.129  -0.093
C -0.858 3.481 -1.817  -0.080
O -1.821 2.545 -1.384  -0.199
C -2.736 2.963 -0.338  -0.093
C -2.611 1.861 0.715  -0.637
O -2.710 0.624 -0.001  -0.284
N -3.653 1.918 1.709  -0.169
C -3.490 0.893 2.736  -0.071
C -3.894 3.229 2.301  -0.081
H 3.431 4.063 -0.612  0.100
H 2.763 2.430 -0.418  0.093
H 3.448 2.933 -1.980  0.106
H 1.945 5.814 -1.279  0.105
H 2.169 5.181 -2.919  0.107
H 0.544 5.437 -2.287  0.085
H -1.049 4.463 -1.386  0.134
H -0.918 3.558 -2.907  0.158
H -2.439 3.932 0.062  0.117
H -3.746 3.004 -0.751  0.143
H -3.312 -0.069 2.262  0.086
H -2.664 1.117 3.426  0.086
H -4.412 0.830 3.314  0.090
H -4.188 3.948 1.535  0.083
H -4.730 3.134 2.993  0.091
H -3.033 3.625 2.850  0.060
O 0.032 -1.166 0.064  -0.355
P 1.326 -1.787 0.564  0.585
N 1.793 -1.027 1.928  -0.179
C 3.141 -1.143 2.515  -0.186
C 2.982 -0.579 3.934  -0.157
C 1.734 0.298 3.844  -0.166
C 0.831 -0.501 2.919  -0.184
N 2.456 -1.678 -0.615  -0.166
C 3.724 -2.426 -0.588  -0.188
C 4.449 -1.894 -1.815  -0.161
C 3.316 -1.748 -2.829  -0.153
C 2.134 -1.242 -1.994  -0.180
N 1.187 -3.381 0.901  -0.182
C 0.812 -4.324 -0.178  -0.167
C 0.230 -5.538 0.561  -0.156
C 0.757 -5.396 1.989  -0.163
C 0.731 -3.890 2.204  -0.187
H 3.851 -0.555 1.929  0.113
H 3.488 -2.180 2.532  0.108
H 3.868 -0.035 4.255  0.113
H 2.816 -1.393 4.642  0.113
H 1.965 1.258 3.378  0.098
H 1.275 0.487 4.813  0.119
H 0.073 0.105 2.430  0.062
H 0.339 -1.312 3.468  0.115
H 3.554 -3.504 -0.678  0.107
H 4.270 -2.249 0.337  0.098
H 5.247 -2.555 -2.149  0.116
H 4.884 -0.917 -1.589  0.116
H 3.078 -2.719 -3.266  0.116
H 3.556 -1.068 -3.644  0.114
H 1.192 -1.671 -2.337  0.078
H 2.049 -0.155 -2.035  0.097
H 1.696 -4.590 -0.762  0.103
H 0.078 -3.880 -0.855  0.115
H 0.521 -6.476 0.094  0.113
H -0.860 -5.488 0.560  0.114
H 1.786 -5.756 2.054  0.118
H 0.158 -5.934 2.722  0.116
H 1.396 -3.553 2.999  0.110
H -0.287 -3.556 2.436  0.123
S -1.303 -0.348 -2.994  0.673
C -2.935 -0.070 -3.262  -1.096
N -3.880 0.011 -2.342  -0.034
C -5.176 0.499 -2.798  -0.206
C -5.274 0.088 -4.261  -0.409
S -3.563 0.162 -4.873  0.955
H -3.595 0.092 -1.355  0.094
H -5.219 1.588 -2.696  0.122
H -5.973 0.059 -2.201  0.129
H -5.902 0.758 -4.841  0.083
H -5.638 -0.933 -4.369  0.084
S -0.373 3.025 1.964  0.698
C -1.126 1.851 1.132  -0.681

LUMO level (alpha / beta) = -2.001 / -2.392 eV
HOMO (alpha / beta) = -0.3385 / -0.3364 Ha
E = -3956.364086 hartree
total charge = +1
frontier orbital gap (alpha / beta) = 7.21 / 6.76 eV
expectation value of S² = 0.76
spin multiplicity = 2

***

[2]
DFT (ωB97M-V/def2-TZVPD) results for a structure of composition C24H47BrFN7O6P2 at a distorted geometry.

Last column: Löwdin charge in e.
Positions of all 88 atoms, in Å:
C 8.243 0.466 0.899  -0.047
C 7.030 -0.680 0.924  -0.299
O 6.136 -0.528 1.932  -0.082
N 6.955 -1.827 -0.060  -0.022
C 5.947 -1.576 -1.170  -0.199
C 4.831 -2.773 -1.080  -0.171
C 3.272 -2.289 -1.220  -0.192
C 2.509 -2.067 0.249  -0.099
C 1.293 -0.977 0.187  -0.048
N 1.238 0.368 -0.080  -0.136
P 2.844 1.077 -0.372  0.862
O 3.140 1.327 -1.937  -0.482
C -0.167 1.013 -0.082  -0.235
C -0.485 1.055 -1.684  -0.100
C -1.999 0.587 -2.120  -0.196
C -3.121 1.736 -1.808  -0.230
C -4.677 1.289 -2.053  -0.202
N -5.531 2.488 -1.590  -0.031
C -6.909 2.049 -1.153  -0.317
C -7.618 2.933 0.076  -0.053
O -7.610 1.036 -1.668  -0.047
C -0.019 2.379 0.796  -0.066
C 0.066 3.784 -0.025  -0.585
N -1.177 4.135 -0.839  0.051
N 1.283 3.996 -0.881  0.033
N 0.135 4.886 1.058  0.025
C -0.916 -0.162 0.846  -0.292
F -0.313 0.118 2.204  -0.091
P -2.771 -0.021 1.229  0.827
N -3.266 1.408 1.803  -0.311
C -0.222 -1.607 0.512  -0.227
C -0.356 -2.770 1.659  -0.367
O 0.602 -2.671 2.770  -0.108
C -0.129 -2.872 4.033  -0.298
C -1.231 -1.837 4.679  -0.022
O 0.136 -3.994 4.725  -0.024
C -0.532 -2.415 -0.865  -0.053
C -2.136 -3.180 -0.725  -0.199
C -2.467 -4.354 -1.961  -0.059
O -2.129 -4.707 -0.390  -0.731
H 7.858 1.531 0.586  0.090
H 8.746 0.597 1.973  0.103
H 9.115 0.181 0.170  0.075
H 7.903 -1.868 -0.515  0.111
H 5.515 -0.489 -1.197  0.107
H 6.542 -1.717 -2.194  0.137
H 5.038 -3.493 -2.009  0.124
H 5.023 -3.373 -0.085  0.131
H 2.683 -3.187 -1.734  0.120
H 3.103 -1.359 -1.921  0.103
H 3.314 -1.639 1.011  0.131
H 2.217 -3.129 0.645  0.145
H 3.961 0.302 0.110  0.026
H 2.882 2.330 0.395  0.028
H -0.281 2.075 -2.217  0.117
H 0.254 0.269 -2.197  0.127
H -1.969 0.468 -3.308  0.137
H -2.329 -0.461 -1.712  0.078
H -2.914 2.666 -2.525  0.120
H -2.973 2.133 -0.718  0.070
H -5.015 0.321 -1.489  0.118
H -4.847 1.233 -3.226  0.136
H -5.548 3.237 -2.316  0.128
H -8.245 3.846 -0.342  0.087
H -8.393 2.278 0.697  0.097
H -6.836 3.386 0.821  0.075
H 0.976 2.310 1.452  0.116
H -0.887 2.528 1.603  0.135
H -1.628 4.960 -0.387  0.083
H -0.851 4.451 -1.801  0.092
H 2.143 4.238 -0.348  0.073
H 1.431 3.268 -1.606  0.044
H 0.990 4.595 1.619  0.077
H 0.397 5.787 0.564  0.092
H -3.081 -1.018 2.244  0.029
H -3.597 -0.290 0.049  0.006
H -4.020 1.806 1.171  -0.028
H -1.482 -2.833 2.022  -0.045
H -0.144 -3.815 1.125  0.048
H -0.753 -0.769 4.756  0.088
H -2.256 -1.803 4.102  0.068
H -1.506 -2.169 5.792  0.110
H 0.211 -3.315 -1.021  0.137
H -0.558 -1.781 -1.846  0.105
H -3.090 -2.462 -0.337  0.135
H -1.552 -4.950 -2.414  0.083
H -3.433 -5.040 -1.832  0.103
Br -1.993 -4.662 1.566  0.551

LUMO level = -1.784 eV
HOMO = -0.1964 Ha
E = -5133.103187 hartree
total charge = 0
frontier orbital gap = 3.56 eV

***

[3]
DFT (ωB97M-V/def2-TZVPD) results for a cluster of 4 separate species, C24H48B2FN4O3 in total at a distorted geometry.

Last column: Löwdin charge in e.
Positions of all 82 atoms, in Å:
C -1.719 1.814 0.837  -0.074
C -3.116 1.858 0.034  -0.257
O -2.974 1.738 -1.393  -0.019
B -2.824 0.365 -1.832  -0.451
O -3.622 -0.723 -1.220  0.011
B -1.802 -0.130 -3.081  -0.542
C -0.729 -1.292 -2.630  -0.188
C 0.045 -1.031 -1.261  -0.196
C 1.085 -2.247 -0.930  -0.184
C 2.037 -2.629 -2.151  -0.217
N 2.997 -1.558 -2.587  -0.124
C 4.239 -2.316 -3.008  -0.117
C 3.397 -0.663 -1.488  -0.407
C 4.174 -1.086 -0.164  -0.036
O 3.141 0.566 -1.617  0.029
C -1.131 1.138 -3.905  -0.159
C 0.147 1.789 -3.204  -0.342
C 0.549 3.102 -4.074  -0.077
F -0.075 2.271 -1.868  -0.070
H -1.221 2.848 0.725  0.083
H -1.893 1.622 1.960  0.048
H -0.970 1.067 0.408  0.062
H -3.852 1.132 0.510  0.107
H -3.546 2.912 0.227  0.118
H -3.200 -0.997 -0.376  0.074
H -2.552 -0.660 -3.872  0.078
H -1.327 -2.280 -2.558  0.102
H -0.015 -1.446 -3.522  0.094
H -0.641 -0.994 -0.333  0.095
H 0.671 -0.082 -1.227  0.086
H 1.616 -2.069 0.060  0.082
H 0.401 -3.162 -0.759  0.114
H 1.450 -2.957 -3.081  0.121
H 2.653 -3.560 -1.842  0.106
H 4.727 -2.870 -2.123  0.085
H 3.880 -3.152 -3.715  0.098
H 4.998 -1.660 -3.542  0.089
H 3.932 -0.280 0.621  0.095
H 3.827 -2.077 0.291  0.078
H 5.304 -1.053 -0.338  0.083
H -0.919 0.904 -5.012  0.098
H -1.944 1.962 -3.928  0.101
H 1.005 1.038 -3.272  0.124
H 1.529 3.498 -3.658  0.031
H 0.544 2.910 -5.192  0.073
H -0.268 3.878 -3.826  0.084
C 6.491 2.903 -4.367  -0.114
C 6.421 3.639 -3.033  -0.276
C 4.991 3.777 -2.505  -0.175
C 4.158 4.555 -3.479  -0.212
N 3.500 5.161 -4.240  0.139
H 5.957 3.442 -5.153  0.070
H 7.530 2.802 -4.691  0.067
H 6.062 1.900 -4.284  0.075
H 6.870 4.631 -3.151  0.107
H 7.023 3.099 -2.296  0.104
H 4.994 4.297 -1.544  0.114
H 4.539 2.792 -2.355  0.103
C -2.043 -0.882 5.937  -0.119
C -1.011 0.239 5.891  -0.271
C -0.856 0.843 4.494  -0.189
C -0.404 -0.215 3.531  -0.216
N -0.047 -1.049 2.783  0.151
H -1.752 -1.722 5.301  0.069
H -2.143 -1.266 6.956  0.069
H -3.023 -0.523 5.610  0.048
H -0.047 -0.150 6.237  0.108
H -1.308 1.026 6.590  0.107
H -0.119 1.649 4.510  0.116
H -1.806 1.260 4.148  0.104
C -6.058 -3.523 6.508  -0.117
C -6.562 -3.707 5.081  -0.274
C -5.639 -3.075 4.037  -0.180
C -5.532 -1.598 4.276  -0.204
N -5.457 -0.433 4.462  0.136
H -6.010 -2.467 6.785  0.069
H -6.731 -4.013 7.215  0.069
H -5.061 -3.956 6.631  0.075
H -7.564 -3.274 5.000  0.111
H -6.657 -4.776 4.872  0.107
H -6.035 -3.244 3.032  0.118
H -4.641 -3.518 4.087  0.117

LUMO level = 2.203 eV
HOMO = -0.1410 Ha
E = -1537.537652 hartree
total charge = -1
frontier orbital gap = 6.04 eV

***

[4]
DFT (ωB97M-V/def2-TZVPD) results for a cluster of 5 separate species, C24H48BN2O10 in total at a distorted geometry.

Last column: Löwdin charge in e.
Positions of all 85 atoms, in Å:
C 3.009 -0.481 -2.848  -0.060
O 1.786 -1.265 -3.047  -0.064
B 0.760 -0.432 -3.648  -0.445
O 0.887 -0.004 -5.024  0.097
C -0.578 0.009 -2.824  0.021
C -0.981 1.337 -2.150  0.075
N -2.281 0.995 -1.571  0.092
C -2.642 -0.373 -1.851  -0.134
C -4.026 -0.881 -1.235  -0.096
C -5.060 -1.507 -2.302  -0.384
C -6.562 -1.153 -1.761  -0.089
C -4.825 -1.049 -3.823  -0.102
N -1.618 -1.029 -2.622  0.178
H 3.897 -1.181 -2.632  0.117
H 3.260 0.051 -3.848  0.115
H 2.913 0.314 -2.019  0.078
H 0.850 -0.854 -5.543  0.132
H -0.365 2.292 -2.116  0.151
H -2.830 1.676 -1.020  0.170
H -4.527 -0.002 -0.672  0.125
H -3.778 -1.684 -0.437  0.135
H -4.976 -2.657 -2.206  0.135
H -6.492 -0.981 -0.626  0.076
H -6.914 -0.143 -2.206  0.096
H -7.312 -2.005 -1.989  0.098
H -4.701 0.086 -3.965  0.095
H -3.992 -1.654 -4.353  0.079
H -5.797 -1.324 -4.395  0.097
H -1.632 -2.012 -2.920  0.145
O 3.917 1.864 -1.178  0.052
C 4.087 1.926 0.024  -0.508
O 3.173 2.527 0.804  0.001
C 3.189 2.490 2.242  -0.218
C 4.080 3.577 2.805  -0.063
C 5.357 1.420 0.646  0.019
H 3.456 1.495 2.607  0.113
H 2.159 2.668 2.564  0.118
H 5.119 3.449 2.493  0.074
H 4.044 3.579 3.896  0.089
H 3.761 4.557 2.442  0.069
H 6.129 2.187 0.556  0.104
H 5.674 0.526 0.106  0.093
H 5.252 1.128 1.688  0.075
O 1.428 -0.938 3.159  0.097
C 0.369 -1.446 2.866  -0.521
O -0.719 -1.229 3.632  0.000
C -2.050 -1.629 3.276  -0.237
C -2.313 -3.066 3.678  -0.061
C 0.268 -2.400 1.709  0.010
H -2.246 -1.445 2.216  0.097
H -2.725 -0.972 3.831  0.123
H -1.646 -3.758 3.160  0.072
H -3.345 -3.346 3.455  0.082
H -2.136 -3.199 4.748  0.090
H 0.588 -3.392 2.032  0.106
H 0.930 -2.049 0.915  0.089
H -0.727 -2.461 1.273  0.058
O -0.556 -5.562 -0.424  0.099
C -0.302 -5.666 -1.603  -0.520
O 0.638 -6.531 -2.018  0.011
C 0.884 -6.861 -3.395  -0.221
C 1.822 -5.858 -4.035  -0.061
C -0.961 -4.763 -2.608  0.004
H -0.053 -6.972 -3.946  0.116
H 1.358 -7.845 -3.393  0.129
H 1.396 -4.852 -4.042  0.060
H 2.049 -6.145 -5.064  0.087
H 2.758 -5.800 -3.473  0.090
H -0.427 -3.810 -2.632  0.073
H -1.993 -4.592 -2.294  0.088
H -1.012 -5.180 -3.612  0.075
O 3.734 6.319 4.335  0.099
C 2.530 6.439 4.365  -0.517
O 1.775 5.925 3.372  -0.019
C 0.342 5.851 3.403  -0.234
C -0.280 7.147 2.923  -0.066
C 1.864 7.240 5.448  0.013
H -0.015 5.553 4.392  0.116
H 0.063 5.044 2.719  0.118
H -0.013 7.986 3.567  0.070
H -1.369 7.064 2.896  0.082
H 0.078 7.392 1.919  0.086
H 1.905 8.299 5.187  0.102
H 2.408 7.078 6.380  0.097
H 0.833 6.951 5.641  0.070

LUMO level = -3.183 eV
HOMO = -0.4310 Ha
E = -1829.778425 hartree
total charge = +1
frontier orbital gap = 8.54 eV